Record 1
This record from the OMol25 dataset describes a 2-piece molecular cluster, C3H9N2 overall in a non-equilibrium geometry. The level of theory is ωB97M-V with the def2-TZVPD basis set.

## Properties
strongest force on any atom: 6.76 eV Å⁻¹
HOMO: -13.921 eV
total energy: -6225.59214 eV
ΔE to the lowest compared entry with this formula, charge and spin: 5.456 eV

```
! wB97M-V def2-TZVPD RIJCOSX def2/J DEFGRID3
* xyz 1 1
C 0.86491 -0.86670 -0.05687
C 0.25659 0.48802 -0.47536
C -0.39323 -0.33318 0.47379
N -0.39171 0.46127 -2.48639
N -0.64728 0.16401 1.82537
H 0.91570 -1.76285 -0.60333
H 1.76771 -0.75329 0.54214
H 0.59149 1.38664 -0.17426
H -1.30487 -0.80682 0.05240
H 0.29282 -0.16487 -2.79480
H 0.20955 1.38318 -2.57312
H -1.06611 -0.70084 2.29773
H -1.35654 0.81454 1.74370
H 0.26098 0.69091 2.22899
*
```

In elementary charge units, the natural (NBO) charges are: atom 1 (C): -0.4320, atom 2 (C): -0.0602, atom 3 (C): -0.1695, atom 4 (N): -0.6935, atom 5 (N): -0.6721, atom 6 (H): 0.2656, atom 7 (H): 0.2362, atom 8 (H): 0.1992, atom 9 (H): 0.2611, atom 10 (H): 0.3295, atom 11 (H): 0.3513, atom 12 (H): 0.4748, atom 13 (H): 0.4368, atom 14 (H): 0.4728



Record 2
This record from the OMol25 dataset describes an isolated ion of composition C3H9N2O and charge -1 in a non-equilibrium geometry. The level of theory is ωB97M-V with the def2-TZVPD basis set.

## Properties
strongest force on any atom: 1.69 eV Å⁻¹
SMILES string: NCCNC[O-]
HOMO: -2.682 eV
total energy: -8283.94590 eV
ΔE to the lowest compared entry with this formula, charge and spin: 0.995 eV

```
! wB97M-V def2-TZVPD RIJCOSX def2/J DEFGRID3
* xyz -1 1
C 0.59065 -0.93543 -0.21712
N -0.85805 -0.78046 -0.18720
C -1.26804 0.25065 1.03890
O -0.53427 0.15222 2.10668
C 1.28332 0.35905 -0.58810
N 0.63806 1.04231 -1.76700
H 0.96748 -1.28984 0.75872
H 0.86045 -1.76397 -0.88589
H -1.32272 -1.62046 0.09746
H -1.22937 1.22431 0.48828
H -2.33133 -0.05643 1.19221
H 1.30514 1.06609 0.23244
H 2.34468 0.14500 -0.74827
H 1.17253 0.69142 -2.56041
H -0.30968 0.67328 -1.77042
*
```

In elementary charge units, the natural (NBO) charges are: atom 1 (C): -0.2480, atom 2 (N): -0.7577, atom 3 (C): 0.1520, atom 4 (O): -0.9150, atom 5 (C): -0.2329, atom 6 (N): -0.8669, atom 7 (H): 0.1878, atom 8 (H): 0.1510, atom 9 (H): 0.3351, atom 10 (H): 0.0630, atom 11 (H): 0.0586, atom 12 (H): 0.2021, atom 13 (H): 0.1603, atom 14 (H): 0.3271, atom 15 (H): 0.3834



Record 3
This record from the OMol25 dataset describes C3H9N2O as an isolated structure in a non-equilibrium geometry. The level of theory is ωB97M-V with the def2-TZVPD basis set.

## Properties
strongest force on any atom: 2.61 eV Å⁻¹
HOMO: -3.327 eV
total energy: -8283.21342 eV
ΔE to the lowest compared entry with this formula, charge and spin: 1.727 eV

```
! wB97M-V def2-TZVPD RIJCOSX def2/J DEFGRID3
* xyz -1 1
N 1.33784 -1.13571 1.17419
C 1.96388 0.22331 1.17253
O 1.14691 1.23558 0.72162
H 0.94020 -1.36041 0.27697
H 1.93535 -1.88558 1.58919
H 2.20846 0.38963 2.23806
H 2.92408 0.17041 0.60475
C -1.93393 -0.39539 -2.03033
C -1.65506 0.13059 -0.76914
N -1.03189 1.28180 -0.42436
H -1.75433 0.11249 -2.97930
H -2.42472 -1.37188 -2.04811
H -1.95576 -0.45056 0.13708
H -0.03126 1.16606 0.21813
H -1.66976 1.88967 0.11871
*
```

In elementary charge units, the natural (NBO) charges are: atom 1 (N): -0.9110, atom 2 (C): 0.1442, atom 3 (O): -0.8770, atom 4 (H): 0.3553, atom 5 (H): 0.3341, atom 6 (H): 0.0887, atom 7 (H): 0.0711, atom 8 (C): -0.5635, atom 9 (C): 0.0716, atom 10 (N): -0.9824, atom 11 (H): 0.1829, atom 12 (H): 0.1702, atom 13 (H): 0.1194, atom 14 (H): 0.4593, atom 15 (H): 0.3371



Record 4
This record from the OMol25 dataset describes a 2-piece molecular cluster, C3H9N2O overall in a non-equilibrium geometry. The level of theory is ωB97M-V with the def2-TZVPD basis set.

## Properties
strongest force on any atom: 1.41 eV Å⁻¹
HOMO: -3.307 eV
total energy: -8284.05650 eV
ΔE to the lowest compared entry with this formula, charge and spin: 0.884 eV

```
! wB97M-V def2-TZVPD RIJCOSX def2/J DEFGRID3
* xyz -1 1
C -0.15580 1.92399 -0.00046
N 1.34718 -0.51638 0.64549
C 1.41296 0.70750 1.31108
N 0.86313 1.85647 1.08888
H 0.32142 1.66123 -0.96018
H -0.60822 2.93088 -0.09268
H -0.98198 1.22372 0.18672
H 0.61002 -0.72387 -0.21664
H 1.68337 -1.25221 1.26143
H 2.05105 0.66931 2.18852
C -1.31329 -1.69855 -1.08117
O -0.42341 -0.64788 -1.15878
H -0.97821 -2.65003 -1.53249
H -1.55009 -2.02358 -0.06599
H -2.27813 -1.46060 -1.57373
*
```

In elementary charge units, the natural (NBO) charges are: atom 1 (C): -0.4455, atom 2 (N): -0.9044, atom 3 (C): 0.2714, atom 4 (N): -0.5779, atom 5 (H): 0.1997, atom 6 (H): 0.1550, atom 7 (H): 0.2081, atom 8 (H): 0.4576, atom 9 (H): 0.3431, atom 10 (H): 0.1184, atom 11 (C): -0.2140, atom 12 (O): -0.9215, atom 13 (H): 0.0953, atom 14 (H): 0.1019, atom 15 (H): 0.1127



Record 5
This record from the OMol25 dataset describes an isolated ion of composition C3H9N2O and charge -2 in a non-equilibrium geometry. The level of theory is ωB97M-V with the def2-TZVPD basis set.

## Properties
strongest force on any atom: 2.46 eV Å⁻¹
HOMO (spin up / spin down): 4.421 / 0.339 eV
<S²>: 0.751
total energy: -8278.82752 eV
ΔE to the lowest compared entry with this formula, charge and spin: 0.986 eV

```
! wB97M-V def2-TZVPD RIJCOSX def2/J DEFGRID3
* xyz -2 2
C -0.11512 -0.63128 -0.55827
N -0.77736 0.54892 0.06570
C -1.67269 0.34975 1.24372
O -2.91945 -0.13454 1.09213
C 1.42673 -0.61263 -0.41727
N 1.87531 0.67582 -0.95791
H -0.78264 -1.49179 -0.38469
H -0.35722 -0.62457 -1.63484
H -1.34082 0.98233 -0.66370
H -1.08751 -0.32159 1.91741
H -1.50606 1.32571 1.79137
H 1.71429 -0.70093 0.63678
H 1.80332 -1.59737 -0.72851
H 1.05785 1.25725 -0.97517
H 2.68138 0.97494 -0.42674
*
```

In elementary charge units, the natural (NBO) charges are: atom 1 (C): -0.2763, atom 2 (N): -0.7158, atom 3 (C): 0.1294, atom 4 (O): -0.9784, atom 5 (C): -0.8662, atom 6 (N): -0.9493, atom 7 (H): 0.1878, atom 8 (H): 0.1442, atom 9 (H): 0.3270, atom 10 (H): 0.0650, atom 11 (H): 0.0472, atom 12 (H): 0.1239, atom 13 (H): 0.1157, atom 14 (H): 0.3649, atom 15 (H): 0.2808



Record 6
This record from the OMol25 dataset describes a 2-piece molecular cluster, C3H9N2O overall in a non-equilibrium geometry. The level of theory is ωB97M-V with the def2-TZVPD basis set.

## Properties
strongest force on any atom: 6.04 eV Å⁻¹
HOMO: -12.786 eV
total energy: -8275.15126 eV
ΔE to the lowest compared entry with this formula, charge and spin: 3.923 eV

```
! wB97M-V def2-TZVPD RIJCOSX def2/J DEFGRID3
* xyz 1 1
C -0.39955 -0.60796 2.15746
C 0.57167 1.49687 -2.66176
C -0.28288 0.27256 0.95165
N 0.80943 0.82304 -1.63644
N -1.12075 -1.78430 1.75742
O 0.65781 1.16479 0.76617
H 0.53296 -0.77747 2.64611
H -0.96913 -0.25696 3.02274
H 0.59344 1.20936 -3.67873
H 0.35208 2.60180 -2.44459
H -0.97432 0.07935 0.12884
H 1.12835 -0.13059 -1.95668
H -1.93023 -1.54517 1.34432
H -0.63374 -2.65093 1.67223
H 0.92788 1.38110 -0.78223
*
```

In elementary charge units, the natural (NBO) charges are: atom 1 (C): -0.3686, atom 2 (C): 0.1412, atom 3 (C): 0.4629, atom 4 (N): -0.5977, atom 5 (N): -0.8433, atom 6 (O): -0.5937, atom 7 (H): 0.2554, atom 8 (H): 0.2575, atom 9 (H): 0.2282, atom 10 (H): 0.2190, atom 11 (H): 0.1361, atom 12 (H): 0.4481, atom 13 (H): 0.3694, atom 14 (H): 0.4019, atom 15 (H): 0.4837



Record 7
This record from the OMol25 dataset describes an isolated ion of composition C3H9N2O and charge +1 in a non-equilibrium geometry. The level of theory is ωB97M-V with the def2-TZVPD basis set.

## Properties
strongest force on any atom: 7.06 eV Å⁻¹
SMILES string: C[C@@H]([NH3+])C(N)=O
HOMO: -14.743 eV
total energy: -8277.83266 eV
ΔE to the lowest compared entry with this formula, charge and spin: 1.241 eV

```
! wB97M-V def2-TZVPD RIJCOSX def2/J DEFGRID3
* xyz 1 1
C -1.35327 0.01333 0.10157
C 1.30949 0.78127 0.46381
C 0.31941 -0.12615 -0.30106
N -1.76202 1.24410 -0.12072
N 0.61869 -1.56440 -0.14740
O -1.82652 -0.98177 0.47302
H 0.67688 1.56691 0.72610
H 2.00511 1.05683 -0.28044
H 1.73469 0.19993 1.27844
H 0.33651 0.18294 -1.34646
H -1.25585 1.91717 -0.60474
H -2.72172 1.40558 0.14296
H -0.34855 -1.97322 -0.01501
H 1.24186 -1.87363 0.61760
H 1.02529 -1.84889 -0.98768
*
```

In elementary charge units, the natural (NBO) charges are: atom 1 (C): 0.7173, atom 2 (C): -0.6062, atom 3 (C): -0.1653, atom 4 (N): -0.7929, atom 5 (N): -0.6911, atom 6 (O): -0.5733, atom 7 (H): 0.2341, atom 8 (H): 0.2329, atom 9 (H): 0.2207, atom 10 (H): 0.2222, atom 11 (H): 0.4189, atom 12 (H): 0.4293, atom 13 (H): 0.4709, atom 14 (H): 0.4467, atom 15 (H): 0.4358



Record 8
This record from the OMol25 dataset describes an isolated ion of composition C3H9N2O and charge +1 in a non-equilibrium geometry. The level of theory is ωB97M-V with the def2-TZVPD basis set.

## Properties
strongest force on any atom: 2.10 eV Å⁻¹
SMILES string: C[NH2+]CC(N)=O
HOMO: -14.821 eV
total energy: -8278.43375 eV
ΔE to the lowest compared entry with this formula, charge and spin: 0.640 eV

```
! wB97M-V def2-TZVPD RIJCOSX def2/J DEFGRID3
* xyz 1 1
O -0.89029 -0.35677 1.39311
C -0.40604 0.61800 0.87150
N -0.51454 1.87334 1.34947
C 0.37270 0.44699 -0.46437
N 0.51523 -1.03057 -0.63628
C 0.66222 -1.39716 -2.08971
H -0.96118 1.95284 2.25801
H -0.14157 2.66129 0.85615
H -0.28295 0.78320 -1.26146
H 1.28785 1.03075 -0.45629
H -0.23367 -1.57169 -0.19388
H 1.33774 -1.34983 -0.10482
H -0.30839 -1.56165 -2.55890
H 1.26106 -2.30371 -2.10876
H 1.08558 -0.59707 -2.67712
*
```

In elementary charge units, the natural (NBO) charges are: atom 1 (O): -0.6019, atom 2 (C): 0.6576, atom 3 (N): -0.7920, atom 4 (C): -0.3292, atom 5 (N): -0.4997, atom 6 (C): -0.4257, atom 7 (H): 0.4362, atom 8 (H): 0.4126, atom 9 (H): 0.2457, atom 10 (H): 0.2558, atom 11 (H): 0.4752, atom 12 (H): 0.4413, atom 13 (H): 0.2446, atom 14 (H): 0.2419, atom 15 (H): 0.2378